# 1
Molecular formula: C25H38F5N7O9P2Ti
Method: DFT, ωB97M-V/def2-TZVPD

Each line ends with the Mulliken charge.
CARTESIAN COORDINATES (ANGSTROEM)
Ti (0.5181, 0.9983, -0.9948)  0.020
N (1.2105, 1.7227, 2.7022)  0.130
C (0.7143, 3.0624, 2.1479)  1.079
C (0.9019, 4.1293, 3.2296)  -2.091
P (-1.0525, 2.8339, 1.6478)  0.419
O (-1.4542, 4.3490, 1.2146)  -0.555
O (-1.8381, 2.4626, 2.8586)  -0.973
O (-1.0447, 1.9960, 0.4073)  -0.769
P (1.8650, 3.4411, 0.7241)  0.048
O (1.5532, 4.9797, 0.4316)  -0.688
O (3.2204, 3.2697, 1.3217)  -0.904
O (1.5392, 2.6728, -0.5334)  -0.105
H (1.0525, 1.6720, 3.7001)  0.487
H (2.2047, 1.6632, 2.4847)  0.417
H (0.6899, 0.9068, 2.2744)  -0.311
H (0.3070, 3.8754, 4.1135)  0.545
H (0.5809, 5.0995, 2.8564)  0.394
H (1.9592, 4.2103, 3.4998)  0.480
H (-1.9477, 4.7437, 1.9557)  0.351
H (0.8153, 5.0466, -0.2126)  0.388
N (-2.6496, 2.0160, -2.0765)  -0.332
N (-3.1314, 0.8381, -1.5300)  0.008
C (-2.2744, -0.0445, -0.9028)  -0.694
O (-2.7881, -0.9087, -0.1855)  -0.494
O (-1.0039, 0.0219, -1.1986)  0.894
H (-2.7729, 2.7956, -1.4521)  0.203
H (-3.0630, 2.1877, -2.9755)  0.209
H (-4.0361, 0.8570, -1.1053)  0.293
F (1.6395, 2.1901, -3.4976)  -0.330
C (0.3962, 2.1227, -2.8600)  1.015
F (-0.3929, 1.4935, -3.8106)  -0.355
C (-0.0565, 3.6495, -2.8886)  0.439
F (0.9836, 4.4961, -3.0779)  -0.303
F (-0.6410, 4.0844, -1.7359)  -0.220
F (-0.9547, 3.9265, -3.8687)  -0.328
N (-0.4930, -0.3306, 2.3551)  -0.556
C (-1.5170, -0.8245, 2.5760)  0.219
N (-2.6640, -1.3640, 2.9834)  0.001
C (-2.9924, -2.7759, 2.7424)  -1.018
C (-4.0141, -2.9261, 1.6205)  0.126
C (-5.2545, -2.0659, 1.9133)  -1.054
C (-4.8425, -0.6002, 2.1057)  0.213
C (-3.8283, -0.4804, 3.2353)  -0.885
H (-3.4079, -3.1671, 3.6755)  0.354
H (-2.0761, -3.3167, 2.5171)  0.494
H (-4.2820, -3.9808, 1.5163)  0.451
H (-3.5572, -2.5823, 0.6906)  -0.199
H (-5.7580, -2.4355, 2.8162)  0.358
H (-5.9538, -2.1483, 1.0787)  0.446
H (-5.7078, 0.0327, 2.3224)  0.488
H (-4.3596, -0.2570, 1.1882)  -0.343
H (-4.2741, -0.8034, 4.1833)  0.300
H (-3.4622, 0.5398, 3.3408)  0.390
C (-0.3527, -3.1320, -0.8525)  -0.768
N (-0.1972, -3.4693, -2.2611)  0.131
C (0.8550, -4.4515, -2.4431)  -0.956
C (-0.0533, -2.2640, -3.1171)  -2.044
C (1.2939, -1.5475, -3.0505)  1.698
C (2.2842, -2.1001, -3.8783)  -0.360
C (3.5869, -1.6307, -3.9021)  -0.946
C (3.9109, -0.5538, -3.0919)  -1.133
C (2.9174, 0.0385, -2.3305)  -0.013
C (1.5804, -0.4076, -2.2456)  0.460
H (-0.3410, -4.0541, -0.2619)  0.547
H (-1.2998, -2.6247, -0.6888)  -0.085
H (0.4434, -2.4633, -0.4981)  0.053
H (0.5942, -5.3527, -1.8816)  0.377
H (1.8474, -4.1098, -2.1076)  0.254
H (0.9303, -4.7244, -3.4998)  0.294
H (-0.8470, -1.5817, -2.8574)  -0.003
H (-0.2165, -2.6001, -4.1448)  0.730
H (2.0114, -2.9179, -4.5410)  0.322
H (4.3287, -2.0901, -4.5475)  0.367
H (4.9234, -0.1561, -3.0795)  0.444
H (3.2004, 0.9352, -1.7831)  0.585
O (1.6057, 0.2145, 0.4705)  1.708
N (2.7006, -0.3802, 0.6778)  -0.530
C (3.8573, 0.3048, 0.6808)  0.459
C (5.0400, -0.3403, 0.9615)  -1.113
C (5.0583, -1.6953, 1.2412)  -0.345
C (3.8461, -2.3634, 1.2391)  -1.194
C (2.6764, -1.6880, 0.9714)  -0.108
H (3.7797, 1.3636, 0.4640)  0.229
H (5.9535, 0.2377, 0.9565)  0.456
H (5.9848, -2.2106, 1.4655)  0.402
H (3.7969, -3.4251, 1.4386)  0.454
H (1.6947, -2.1347, 0.9726)  0.475

Properties
E ... -110688.296 eV
Spin multiplicity ... 2
LUMO (alpha / beta) ... 0.080 / 0.080 Eh
Energy above the lowest of the compared OMol25 structures with the same formula, charge and spin ... 0.00 kcal/mol
Max |F| ... 3.1 eV Å⁻¹
⟨S²⟩ ... 0.757
HOMO-LUMO gap (alpha / beta) ... 5.32 / 7.12 eV
Total charge ... -1
Molecular weight ... 785.42 g/mol



# 2
Molecular formula: C25H38N3O4RhSi4Te
Method: DFT, ωB97M-V/def2-TZVPD

Each line ends with the Mulliken charge.
CARTESIAN COORDINATES (ANGSTROEM)
Rh (-1.9979, 1.4102, -1.3577)  -1.226
O (-5.5726, 5.7847, 0.1284)  -0.535
C (-4.3923, 5.9509, 0.6936)  0.402
O (-4.1321, 6.8851, 1.4102)  -0.604
C (-3.3499, 4.9210, 0.4080)  0.325
C (-2.0787, 4.9668, 0.9423)  -0.349
N (-1.4057, 3.9047, 0.4731)  -0.058
N (-2.1746, 3.1668, -0.3300)  0.186
C (-3.3618, 3.7534, -0.3769)  -0.309
C (-4.4355, 3.0293, -1.1505)  0.873
O (-5.5386, 3.5590, -1.2621)  -0.826
O (-4.0801, 1.8925, -1.6076)  -0.694
H (-5.6170, 4.9532, -0.4275)  0.473
H (-1.6407, 5.6826, 1.6163)  0.543
H (-0.5074, 3.5431, 0.7560)  0.084
C (-3.2067, -2.1434, -3.3804)  -0.809
C (-2.1459, -2.3563, -4.2508)  -0.531
C (-1.0473, -1.5196, -4.2082)  -0.530
C (-1.0241, -0.4755, -3.2927)  0.842
N (-2.0721, -0.2719, -2.4729)  0.427
C (-3.1359, -1.0776, -2.5065)  -0.313
C (0.0518, 0.5037, -3.1017)  0.804
C (1.1635, 0.5955, -3.9344)  -0.473
C (2.0893, 1.6075, -3.7459)  -0.998
C (1.8962, 2.5269, -2.7232)  -0.697
C (0.7861, 2.4374, -1.8927)  -0.089
C (-0.1620, 1.4325, -2.0636)  0.353
H (-4.0804, -2.7782, -3.3848)  0.430
H (-2.1743, -3.1775, -4.9549)  0.435
H (-0.2066, -1.6784, -4.8677)  0.398
H (-3.9388, -0.8261, -1.8263)  0.489
H (1.3005, -0.1088, -4.7459)  0.320
H (2.9515, 1.6838, -4.3944)  0.380
H (2.6134, 3.3244, -2.5724)  0.414
H (0.6517, 3.1913, -1.1277)  0.585
C (4.1758, -0.8442, 1.8324)  -1.068
Si (2.8865, -0.0637, 0.7051)  0.453
C (2.8454, 1.7833, 1.0352)  -0.599
C (3.3606, -0.4372, -1.0681)  -0.431
Si (0.8139, -1.0455, 1.1784)  0.225
Te (-1.2780, 0.3050, 0.8259)  -0.090
Si (0.6405, -3.2146, 0.3209)  0.177
C (0.2391, -3.1636, -1.5081)  -0.538
C (-0.7399, -4.1302, 1.2044)  -1.180
C (2.2688, -4.1187, 0.5844)  -1.003
Si (0.6113, -1.1765, 3.5247)  0.139
C (1.1460, 0.4490, 4.2993)  -1.049
C (1.7141, -2.5618, 4.1584)  -0.990
C (-1.1526, -1.5472, 4.0489)  -1.038
H (5.1701, -0.4749, 1.5660)  0.416
H (4.1890, -1.9319, 1.7349)  0.281
H (4.0014, -0.6012, 2.8823)  0.234
H (3.8092, 2.2429, 0.8010)  0.371
H (2.6181, 1.9817, 2.0844)  0.301
H (2.0831, 2.2624, 0.4210)  -0.139
H (4.2737, 0.0908, -1.3555)  0.397
H (2.5697, -0.1462, -1.7601)  -0.260
H (3.5402, -1.5088, -1.1902)  0.313
H (-0.7637, -2.7544, -1.6473)  -0.197
H (0.2556, -4.1674, -1.9416)  0.546
H (0.9421, -2.5369, -2.0617)  0.227
H (-1.6782, -3.5751, 1.1329)  0.334
H (-0.5140, -4.2740, 2.2628)  0.258
H (-0.8946, -5.1162, 0.7582)  0.410
H (3.0810, -3.6438, 0.0292)  0.269
H (2.1878, -5.1517, 0.2355)  0.405
H (2.5523, -4.1433, 1.6383)  0.270
H (2.2037, 0.6526, 4.1202)  0.259
H (0.9890, 0.4238, 5.3809)  0.398
H (0.5658, 1.2809, 3.8942)  0.265
H (2.7557, -2.4277, 3.8613)  0.286
H (1.3803, -3.5329, 3.7872)  0.247
H (1.6774, -2.5945, 5.2507)  0.420
H (-1.8361, -0.7346, 3.7965)  0.329
H (-1.1890, -1.6899, 5.1326)  0.362
H (-1.5267, -2.4568, 3.5757)  0.264

Properties
E ... -81019.434 eV
Spin multiplicity ... 1
LUMO ... -0.040 Eh
Energy above the lowest of the compared OMol25 structures with the same formula, charge and spin ... 0.00 kcal/mol
Max |F| ... 0.1 eV Å⁻¹
HOMO-LUMO gap ... 6.64 eV
Total charge ... 0
Molecular weight ... 787.45 g/mol



# 3
Molecular formula: C25H38N4O3
Method: DFT, ωB97M-V/def2-TZVPD

Each line ends with the Mulliken charge.
CARTESIAN COORDINATES (ANGSTROEM)
C (-0.5100, -7.2324, 4.0822)  -0.773
N (0.0510, -7.9916, 2.9838)  -0.396
C (1.1178, -7.3262, 2.2606)  -0.534
C (0.6550, -6.1541, 1.3672)  -0.880
N (1.6947, -5.3860, 0.7110)  0.321
C (2.4797, -6.1456, -0.2363)  -1.276
C (2.5506, -4.6198, 1.6114)  -1.300
C (1.7818, -3.7910, 2.5850)  0.837
C (1.6721, -4.0196, 3.9384)  -1.423
N (0.9347, -3.0134, 4.4512)  0.132
N (0.5629, -2.1416, 3.5208)  -0.857
C (1.0583, -2.5849, 2.3711)  0.643
C (0.8564, -1.8351, 1.1396)  0.381
C (0.8666, -2.4513, -0.1117)  -0.519
C (0.6830, -1.7053, -1.2556)  -0.822
C (0.4816, -0.3265, -1.1854)  0.674
O (0.3200, 0.3151, -2.3798)  -0.458
C (0.1571, 1.7099, -2.3826)  0.364
C (-1.2296, 2.2251, -1.9369)  -0.834
C (-1.4958, 2.7251, -3.3774)  0.454
O (-1.6114, 4.1119, -3.5328)  -0.330
C (-2.8655, 4.6275, -3.1387)  -0.555
C (-2.8469, 6.1512, -3.2319)  -1.364
C (-2.0752, 6.8840, -2.1262)  0.229
C (-0.5927, 6.5103, -2.0807)  -0.157
C (0.1004, 7.3003, -0.9701)  -0.781
O (-0.4964, 7.0797, 0.2883)  -0.403
C (-1.8523, 7.4575, 0.2941)  -0.682
C (-2.6685, 6.6675, -0.7313)  -0.526
C (-0.1085, 2.2227, -3.8075)  -1.407
C (0.4527, 0.2902, 0.0613)  -0.292
C (0.6383, -0.4617, 1.2055)  -1.136
H (-1.2618, -7.8460, 4.5766)  0.342
H (0.2857, -7.0210, 4.7971)  0.223
H (-0.9763, -6.2799, 3.7925)  0.281
H (-0.6856, -8.2536, 2.3348)  0.274
H (1.6072, -8.0848, 1.6422)  0.284
H (1.8395, -6.9681, 2.9986)  0.250
H (0.0729, -5.4501, 1.9677)  0.271
H (-0.0018, -6.5468, 0.5827)  0.486
H (3.1776, -6.8512, 0.2383)  0.375
H (1.8093, -6.7019, -0.8897)  0.349
H (3.0601, -5.4511, -0.8451)  0.357
H (3.1564, -3.9595, 0.9803)  0.565
H (3.2406, -5.2746, 2.1730)  0.533
H (2.0675, -4.8024, 4.5545)  0.566
H (0.6610, -2.8697, 5.4100)  0.200
H (0.9988, -3.5201, -0.1793)  0.735
H (0.6888, -2.1716, -2.2287)  0.441
H (1.0030, 2.1918, -1.8771)  0.452
H (-1.8983, 1.4375, -1.5966)  0.365
H (-1.1908, 3.0222, -1.1973)  0.294
H (-2.3385, 2.2179, -3.8691)  0.367
H (-3.1125, 4.2992, -2.1204)  0.360
H (-3.6458, 4.2322, -3.8103)  0.425
H (-2.4071, 6.4130, -4.1957)  0.397
H (-3.8818, 6.5004, -3.2213)  0.451
H (-2.1468, 7.9566, -2.3533)  0.345
H (-0.1162, 6.7252, -3.0373)  0.453
H (-0.4882, 5.4447, -1.8835)  -0.164
H (1.1420, 6.9911, -0.8610)  0.387
H (0.0725, 8.3766, -1.2084)  0.396
H (-2.2096, 7.2672, 1.3087)  0.373
H (-1.9405, 8.5361, 0.0830)  0.376
H (-3.7100, 6.9917, -0.6986)  0.341
H (-2.6238, 5.6114, -0.4633)  0.203
H (0.5453, 3.0280, -4.1284)  0.251
H (-0.1194, 1.4294, -4.5489)  0.266
H (0.2851, 1.3520, 0.1498)  0.389
H (0.6156, 0.0137, 2.1737)  0.413

Properties
E ... -38642.667 eV
Spin multiplicity ... 1
LUMO ... 0.030 Eh
Energy above the lowest of the compared OMol25 structures with the same formula, charge and spin ... 57.31 kcal/mol
Max |F| ... 0.8 eV Å⁻¹
HOMO-LUMO gap ... 8.66 eV
Total charge ... 0
SMILES ... CNCCN(C)Cc1c[nH]nc1-c1ccc(O[C@H]2C[C@H](OCCC3CCOCC3)C2)cc1
Molecular weight ... 442.60 g/mol



Q: Which of these has the lowest molecular weight?
A: C25H38N4O3



Q: max |F| of number 3 (C25H38N4O3)?
A: 0.8 eV Å⁻¹



Q: Which of these has the highest spin multiplicity?
A: C25H38F5N7O9P2Ti



Q: energy above the lowest of the compared OMol25 structures with the same formula, charge and spin of number 2 (C25H38N3O4RhSi4Te)?
A: 0.00 kcal/mol